{"formula": "C5H13N4S", "method": "the ωB97M-V functional and the def2-TZVPD basis", "symbols": ["C", "C", "C", "C", "C", "N", "N", "N", "N", "S", "H", "H", "H", "H", "H", "H", "H", "H", "H", "H", "H", "H", "H"], "coordinates": [[-1.076, 0.348, -1.510], [1.860, -0.544, -1.201], [-1.406, -0.640, 0.708], [2.869, 0.614, 1.788], [0.837, -0.642, -0.043], [-1.536, 3.351, -0.816], [-1.933, 2.338, -0.470], [-0.575, -0.499, -0.383], [-2.026, 1.173, -0.734], [1.199, 0.901, 1.188], [-0.334, 1.100, -1.750], [-1.710, -0.242, -2.166], [1.832, 0.317, -1.779], [2.842, -0.550, -0.850], [1.806, -1.402, -1.862], [-1.702, 0.331, 1.250], [-2.361, -1.202, 0.604], [-0.775, -1.220, 1.279], [2.834, 0.351, 2.774], [3.434, 1.511, 1.766], [3.152, -0.297, 1.210], [1.007, -1.593, 0.451], [-1.799, 4.286, -0.600]], "forces_ev_per_angstrom": [[1.568, -1.861, 3.977], [-1.756, -1.584, 0.623], [-2.935, 0.154, 1.443], [-0.841, -1.186, -2.169], [1.009, 2.487, -0.732], [1.210, 4.390, -0.463], [-0.342, -8.596, -3.067], [1.759, 0.366, -3.740], [-2.971, 5.668, 2.427], [-0.938, -0.884, -0.946], [0.424, -0.449, -1.369], [0.297, 0.457, -0.535], [-0.596, 1.799, -1.011], [1.555, -0.147, 1.047], [-0.310, -0.280, -0.144], [0.722, -1.217, -0.572], [0.597, 0.300, -0.519], [0.521, -1.193, 2.504], [-0.285, -0.924, 2.639], [0.888, 0.513, -0.888], [0.814, 1.135, 0.420], [-0.251, 0.091, 0.426], [-0.138, 0.962, 0.647]], "total_charge": 1, "relative_energy_kj_mol": 520.7, "max_force_ha_per_bohr": 0.178, "smiles": "CS[C@H](C)N(C)CN=[N+]=N", "e_lumo_ev": [-7.0785, -7.0958], "e_homo_ev": [-11.85, -11.85]}